This record from the Open Molecules 2025 dataset describes a 13-piece molecular cluster, C68H167N9O20 overall in a non-equilibrium geometry. The level of theory is ωB97M-V/def2-TZVPD.

Last column: Mulliken charge in e.
Geometry (Å):
C  -21.28439  8.27721  17.21970  -0.541
C  -21.52364  6.78162  17.26217  1.969
C  -20.25655  5.96466  16.96989  -1.463
C  -19.24513  5.85693  18.19785  -0.622
C  -19.91492  5.42062  19.50179  -1.233
C  -21.17598  6.23987  19.71304  1.931
N  -22.03937  6.31698  18.60361  -0.329
O  -23.15182  7.09204  18.83868  -0.061
C  -21.90650  5.39428  20.79914  -2.083
C  -20.84229  7.62663  20.32635  -1.454
C  -22.56630  6.46914  16.21295  -2.011
H  -21.11991  8.49409  16.16589  0.713
H  -20.48185  8.66220  17.83188  -0.394
H  -22.26488  8.75070  17.43445  -0.245
H  -20.56233  4.96291  16.70540  0.384
H  -19.72821  6.33726  16.11025  0.457
H  -18.82380  6.83375  18.39392  0.136
H  -18.44783  5.20046  17.96500  0.549
H  -19.29942  5.56904  20.38135  0.442
H  -20.22351  4.31824  19.47981  0.360
H  -22.15478  4.42349  20.34367  0.514
H  -21.25174  5.38156  21.62131  0.481
H  -22.83170  5.80183  21.16128  0.306
H  -21.66861  8.36443  20.33375  -0.259
H  -20.58072  7.50506  21.40084  0.591
H  -20.07807  8.13512  19.77160  0.233
H  -22.24716  6.72420  15.20551  0.442
H  -23.45831  7.07876  16.33629  0.216
H  -22.90325  5.43547  16.19515  0.460
H  -23.91120  6.56288  19.06255  0.286
C  -26.60099  8.35196  16.83935  -1.898
C  -26.97535  9.10227  18.09357  1.914
C  -28.33901  8.51439  18.59982  -1.129
C  -28.67752  8.86236  20.02416  -0.726
C  -27.45132  8.32516  20.92780  -1.609
C  -26.16971  9.12639  20.58345  2.817
N  -25.95128  8.79758  19.13196  0.230
O  -24.74420  9.53433  18.79952  1.575
C  -26.27649  10.54125  20.99282  -2.016
C  -25.05843  8.40306  21.29676  -1.627
C  -27.21298  10.56024  17.72503  -1.943
H  -27.21733  8.70512  16.00616  0.435
H  -26.61341  7.26272  16.93435  0.396
H  -25.57129  8.62108  16.54579  0.111
H  -29.17382  8.85759  17.94139  0.351
H  -28.27676  7.37845  18.60242  0.273
H  -29.63037  8.44556  20.31478  0.442
H  -28.86171  9.91455  20.11814  0.358
H  -27.22492  7.31243  20.64776  0.475
H  -27.72309  8.44662  22.00791  0.411
H  -26.09396  10.57782  22.06111  0.587
H  -25.44173  11.15371  20.56806  -0.127
H  -27.24378  11.09220  20.77798  0.181
H  -25.42787  8.19201  22.30479  0.687
H  -24.77868  7.43655  20.94596  0.295
H  -24.15636  9.00475  21.43854  -0.434
H  -27.56473  11.23017  18.52294  0.252
H  -27.96826  10.72175  16.92780  0.530
H  -26.31375  10.98461  17.34275  0.291
H  -24.02649  8.95324  19.11983  -0.810
C  -18.35000  20.27071  17.38072  -0.207
C  -19.54619  20.69166  16.55639  -0.529
O  -20.44202  19.59430  16.24976  -0.125
H  -17.94982  21.23171  17.79768  0.086
H  -17.63418  19.73133  16.76981  0.547
H  -18.70226  19.62705  18.14411  -0.485
H  -19.22948  21.17527  15.58760  0.287
H  -20.09504  21.48236  17.02607  0.411
H  -21.36516  19.85437  16.01773  0.049
C  -23.80458  19.68786  21.77606  -1.187
C  -23.88913  18.98528  20.44220  0.641
O  -23.16653  17.72407  20.55780  0.277
H  -22.79217  19.50531  22.14923  0.114
H  -24.55537  19.24453  22.50017  0.099
H  -23.99677  20.72380  21.63139  0.444
H  -23.49388  19.56370  19.63347  -0.178
H  -24.93974  18.81578  20.07539  0.039
H  -22.95797  17.30188  19.66210  -0.244
C  -24.43063  14.25266  20.59856  0.577
C  -23.98264  14.74080  22.00830  0.820
O  -24.53106  13.86084  22.96252  -0.408
H  -24.04011  13.28337  20.25156  -0.908
H  -24.01928  14.90633  19.82947  -0.531
H  -25.52699  14.28013  20.65345  0.625
H  -24.34837  15.81210  22.09167  0.114
H  -22.85254  14.81178  22.10218  -0.486
H  -24.33499  14.11634  23.87322  0.249
C  -22.67208  9.79984  23.51942  -1.504
C  -22.48586  10.82884  22.37956  1.155
O  -22.26025  12.12438  22.93289  -0.314
H  -23.70634  9.82428  23.87453  0.229
H  -21.94707  10.03832  24.24596  0.576
H  -22.38606  8.78699  23.20095  0.198
H  -23.39633  10.79215  21.72220  -0.528
H  -21.61742  10.56487  21.74591  -0.098
H  -23.16609  12.59692  22.92764  0.235
C  -27.15357  16.38883  24.21865  -0.755
O  -25.98723  15.96818  24.87077  -0.114
C  -26.25279  15.00847  25.89771  -0.430
C  -24.97691  14.62519  26.62643  -1.187
N  -24.04929  13.98728  25.69201  -0.224
C  -22.70380  14.00421  26.23657  -0.981
C  -21.84572  15.26405  25.85834  -0.602
O  -21.65440  15.19362  24.46759  0.053
C  -20.88649  16.29032  23.96374  -0.687
H  -27.56187  15.53463  23.71658  0.444
H  -26.76287  17.06608  23.47776  -0.005
H  -27.90970  17.06471  24.69585  0.289
H  -26.64036  14.06832  25.41505  0.251
H  -27.03322  15.43073  26.57312  0.449
H  -25.09297  13.98888  27.45019  0.521
H  -24.56579  15.52193  27.08084  0.372
H  -24.37228  13.07110  25.70339  0.152
H  -22.24740  13.04178  25.97299  0.359
H  -22.73682  13.97319  27.34877  0.396
H  -20.96086  15.16584  26.48810  0.355
H  -22.34663  16.20654  26.09207  0.417
H  -21.41430  17.24937  24.03190  0.449
H  -20.66355  16.12027  22.93762  -0.237
H  -19.90954  16.39927  24.49005  0.452
C  -15.42578  18.42043  20.25511  -0.575
O  -15.65718  17.04349  20.51763  -0.385
C  -16.07039  16.26306  19.42462  0.271
C  -15.84934  14.85626  19.78636  -0.711
N  -16.29665  13.90609  18.76290  -0.155
C  -15.78386  12.52420  19.01080  -0.801
C  -16.39536  11.55309  18.00322  -0.967
O  -17.81697  11.53678  18.14368  0.014
C  -18.41287  10.85059  17.05501  -0.751
H  -14.64289  18.55119  19.44662  0.316
H  -15.08985  18.79618  21.19851  0.271
H  -16.33558  18.97628  19.96810  0.124
H  -15.51576  16.56782  18.52686  0.317
H  -17.07915  16.43300  19.10236  -0.138
H  -16.21085  14.75069  20.81935  0.193
H  -14.78770  14.63757  19.83470  0.472
H  -17.29360  13.90369  18.64669  0.085
H  -16.05296  12.08085  19.96926  0.287
H  -14.73738  12.58934  18.92273  0.571
H  -16.01750  10.55796  18.02969  0.494
H  -16.19985  11.92231  16.98248  0.431
H  -18.23550  9.79588  17.04225  0.322
H  -18.00117  11.31976  16.16129  0.475
H  -19.49362  11.01432  17.07193  0.033
C  -28.75274  19.69530  20.65450  -0.963
O  -27.91719  18.58711  20.50049  -0.084
C  -28.42551  17.28722  20.84201  -0.860
C  -27.59042  16.23536  20.14076  0.316
N  -27.69604  16.57025  18.66206  -0.449
C  -26.73861  15.85404  17.85606  0.295
C  -27.08910  16.24818  16.43949  -0.555
O  -26.90596  17.68817  16.35044  -0.044
C  -27.41155  18.15409  15.10109  -1.053
H  -28.23842  20.61845  20.49377  0.221
H  -29.18519  19.67682  21.65157  0.319
H  -29.51702  19.59558  19.88793  0.346
H  -29.48830  17.20153  20.55866  0.491
H  -28.31361  17.17370  21.95119  0.171
H  -28.07286  15.27949  20.31999  0.431
H  -26.51849  16.25836  20.44947  -0.366
H  -27.46161  17.58077  18.61038  0.360
H  -26.90932  14.77822  17.98085  0.198
H  -25.66349  16.15543  18.06606  -0.229
H  -28.14189  16.01889  16.39679  0.576
H  -26.51450  15.70297  15.70926  -0.092
H  -26.76084  17.91033  14.29029  0.263
H  -27.48990  19.19829  15.10388  0.322
H  -28.37426  17.72840  14.82989  0.356
C  -22.41299  16.18727  17.03192  2.554
O  -21.93258  16.81890  18.24483  0.898
C  -20.53115  16.73418  18.46778  -1.334
C  -20.11288  15.35849  18.88241  2.011
N  -20.55293  15.12546  20.23196  0.512
C  -20.11901  13.85091  20.79838  -1.404
C  -20.36947  12.59403  20.01260  0.198
O  -21.75035  12.43714  19.74465  2.233
C  -22.13807  11.29262  19.01515  -0.580
H  -21.67387  16.35915  16.23012  -0.892
H  -23.35683  16.74025  16.83853  -0.532
H  -22.56387  15.12746  17.32306  -0.594
H  -20.29886  17.41432  19.27714  -0.293
H  -20.02620  17.08457  17.56856  -0.065
H  -19.00664  15.29889  18.84831  -1.416
H  -20.46379  14.56094  18.18932  -0.113
H  -21.52471  15.26131  20.26311  -0.641
H  -20.46272  13.67189  21.83723  -0.063
H  -19.02378  13.89365  20.77798  0.371
H  -19.96099  11.74456  20.56973  0.760
H  -19.89911  12.62005  19.03901  -0.679
H  -21.50217  11.28277  18.10026  -0.094
H  -23.25050  11.37777  18.80669  -0.446
H  -21.84112  10.42066  19.58811  -0.109
C  -24.30074  13.22034  16.53502  -0.946
O  -24.46045  14.11886  15.46471  0.596
C  -23.55485  13.82567  14.40042  -0.690
C  -23.97119  14.69395  13.27614  -0.413
N  -25.03661  14.16204  12.36252  -0.269
C  -26.30393  13.61099  12.90698  0.548
C  -27.26343  13.32558  11.77294  -1.119
O  -26.91490  12.42765  10.77871  -0.345
C  -26.80779  11.05849  11.17035  -0.638
H  -24.98231  13.49871  17.36608  -0.179
H  -23.31860  13.31366  16.95649  0.178
H  -24.45223  12.20199  16.21043  0.391
H  -23.58840  12.78127  14.12877  0.515
H  -22.56445  14.05749  14.70371  0.083
H  -23.07211  14.98820  12.67967  0.365
H  -24.32546  15.63472  13.74136  -0.043
H  -25.06177  14.66929  11.51476  0.282
H  -26.87347  14.35724  13.57763  -0.353
H  -26.09244  12.72726  13.51893  0.128
H  -27.27143  14.26010  11.26680  0.500
H  -28.27855  13.30558  12.18159  0.449
H  -27.64062  10.70605  11.81065  0.295
H  -25.84812  10.93893  11.69902  0.227
H  -26.74662  10.51486  10.21512  0.248
C  -16.26107  25.78454  20.67411  -0.721
O  -17.46642  25.19136  20.31618  -0.318
C  -17.33594  23.78944  20.16800  -0.552
C  -18.70158  23.15782  20.25892  -0.649
N  -18.56203  21.71370  20.33147  -0.016
C  -19.87691  21.05539  20.57644  -1.308
C  -19.60429  19.67559  21.08008  0.995
O  -18.76586  19.75513  22.22028  -0.583
C  -18.44316  18.51260  22.71880  -0.031
H  -15.95259  25.58375  21.68553  0.316
H  -16.31589  26.88757  20.69591  0.270
H  -15.39999  25.48812  19.97878  0.253
H  -16.69622  23.29781  20.90918  0.405
H  -16.83996  23.64171  19.23323  0.380
H  -19.33742  23.43094  19.34841  0.180
H  -19.16261  23.49464  21.16815  0.430
H  -18.02313  21.54738  21.15919  0.219
H  -20.40345  20.97570  19.63214  0.159
H  -20.42165  21.63851  21.32655  0.771
H  -19.07287  19.11006  20.29490  -0.422
H  -20.61407  19.22970  21.28614  -0.106
H  -17.82327  17.84072  22.02768  -0.001
H  -19.37057  17.93889  22.97189  -0.102
H  -17.96795  18.70003  23.68544  0.412
C  -24.16805  19.88352  16.56478  -0.489
O  -23.16917  19.59114  15.64180  -0.555
C  -23.66001  19.07858  14.45522  0.113
C  -22.52476  18.78742  13.49125  -1.198
N  -21.68144  17.75872  14.10005  1.159
C  -20.45447  17.72199  13.36584  -0.822
C  -19.66327  16.44898  13.71434  -0.617
O  -19.26967  16.51585  15.02676  -0.122
C  -18.87573  15.30997  15.61357  -0.460
H  -23.81972  20.51738  17.40021  0.236
H  -24.58249  18.92463  17.00590  -0.018
H  -25.01401  20.47321  16.09856  0.333
H  -24.34850  19.81015  14.00301  0.560
H  -24.26877  18.15839  14.62550  -0.294
H  -21.95507  19.68423  13.21319  0.273
H  -23.00264  18.43437  12.62965  0.505
H  -21.45340  18.13926  15.03612  -0.669
H  -19.86001  18.64004  13.46841  0.348
H  -20.72219  17.63985  12.26592  0.466
H  -18.85397  16.27669  12.94696  0.423
H  -20.34211  15.57375  13.64847  0.183
H  -18.02297  14.89906  15.03528  0.544
H  -19.69770  14.60986  15.68924  0.178
H  -18.59564  15.51588  16.65324  -0.162

As for the spin multiplicity: 1. For the HOMO energy, the calculation gives -8.3 eV.



This record from the Open Molecules 2025 dataset describes an isolated ion of composition C5H12NO and charge +2 in a non-equilibrium geometry. The level of theory is ωB97M-V/def2-TZVPD.

Last column: Mulliken charge in e.
Geometry (Å):
C  0.05006  1.02264  -0.79492  -0.586
O  -1.02472  1.77260  -1.29071  -0.542
C  -0.56110  0.10238  0.24391  0.036
C  0.37775  -0.76207  1.09383  -0.714
C  1.16612  -1.85165  0.44338  0.105
C  1.90136  -1.89064  -0.76635  -0.505
N  -1.47544  0.94488  1.09101  -0.256
H  0.58203  0.46034  -1.55990  0.398
H  0.81363  1.68793  -0.37559  0.379
H  -1.08131  1.88375  -2.24858  0.363
H  -1.20919  -0.58746  -0.27336  0.298
H  -0.14982  -1.29769  1.88105  0.458
H  1.18684  -0.24607  1.62378  0.443
H  1.30026  -2.70792  1.10439  0.408
H  1.97852  -1.21007  -1.61339  0.275
H  2.57016  -2.75358  -0.88461  0.307
H  -2.15568  1.37827  0.44546  0.384
H  -1.97675  0.34175  1.75265  0.391
H  -0.96871  1.63334  1.66172  0.360

The expectation value of S² is 0.752. As for the spin multiplicity: 2. For the HOMO energy (spin up / spin down), the calculation gives -19.0 / -19.0 eV. Its charge is +2. The calculation puts the energy relative to the best compared isomer or geometry (same formula, charge and spin) at 123.97 kJ/mol.



Among the records above, which one has the highest spin multiplicity? C5H12NO



Repeat the second record exactly.
This record from the Open Molecules 2025 dataset describes an isolated ion of composition C5H12NO and charge +2 in a non-equilibrium geometry. The level of theory is ωB97M-V/def2-TZVPD.

Last column: Mulliken charge in e.
Geometry (Å):
C  0.05006  1.02264  -0.79492  -0.586
O  -1.02472  1.77260  -1.29071  -0.542
C  -0.56110  0.10238  0.24391  0.036
C  0.37775  -0.76207  1.09383  -0.714
C  1.16612  -1.85165  0.44338  0.105
C  1.90136  -1.89064  -0.76635  -0.505
N  -1.47544  0.94488  1.09101  -0.256
H  0.58203  0.46034  -1.55990  0.398
H  0.81363  1.68793  -0.37559  0.379
H  -1.08131  1.88375  -2.24858  0.363
H  -1.20919  -0.58746  -0.27336  0.298
H  -0.14982  -1.29769  1.88105  0.458
H  1.18684  -0.24607  1.62378  0.443
H  1.30026  -2.70792  1.10439  0.408
H  1.97852  -1.21007  -1.61339  0.275
H  2.57016  -2.75358  -0.88461  0.307
H  -2.15568  1.37827  0.44546  0.384
H  -1.97675  0.34175  1.75265  0.391
H  -0.96871  1.63334  1.66172  0.360

The expectation value of S² is 0.752. As for the spin multiplicity: 2. For the HOMO energy (spin up / spin down), the calculation gives -19.0 / -19.0 eV. Its charge is +2. The calculation puts the energy relative to the best compared isomer or geometry (same formula, charge and spin) at 123.97 kJ/mol.



Among the records above, which one has the highest spin multiplicity? C5H12NO



Which value of spin multiplicity does entry 2 give? 2